[1]
{"formula": "C15H24N7O3S2V", "method": "ωB97M-V/def2-TZVPD", "symbols": ["V", "N", "C", "C", "N", "C", "C", "N", "H", "H", "H", "H", "H", "H", "H", "H", "H", "H", "H", "H", "H", "C", "C", "C", "N", "N", "C", "N", "S", "H", "H", "H", "H", "H", "H", "H", "O", "C", "N", "S", "O", "O", "C", "C", "C", "C", "C", "C", "H", "H", "H", "H"], "coordinates": [[-0.1575, -0.2323, 0.0697], [1.9937, -0.0563, -0.0269], [2.5248, 0.2311, 1.3419], [1.5331, -0.2226, 2.4042], [0.1368, 0.1906, 2.0789], [-0.2137, 1.5982, 2.4024], [0.1926, 2.5378, 1.2782], [-0.2411, 1.9614, -0.0264], [2.3880, 0.6076, -0.6885], [2.3361, -0.9743, -0.3335], [3.4749, -0.2798, 1.4942], [2.7238, 1.2966, 1.4167], [1.5289, -1.3098, 2.4732], [1.8237, 0.1698, 3.3803], [-0.4850, -0.4452, 2.5862], [-1.2942, 1.6307, 2.5290], [0.2510, 1.9011, 3.3423], [-0.2589, 3.5165, 1.4409], [1.2684, 2.6886, 1.2443], [-1.2367, 2.1553, -0.1390], [0.2329, 2.4405, -0.7877], [-5.8628, 0.9226, 2.2474], [-5.0466, 1.6498, 1.1753], [-4.1082, 0.7351, 0.4636], [-2.8296, 0.8238, 0.4986], [-2.1911, -0.1701, -0.2325], [-3.0467, -1.0060, -0.8271], [-2.7014, -2.0376, -1.5836], [-4.6895, -0.6002, -0.5020], [-6.5163, 1.6297, 2.7536], [-5.2132, 0.4629, 2.9920], [-6.4923, 0.1447, 1.8139], [-4.4471, 2.4478, 1.6130], [-5.7130, 2.1085, 0.4416], [-1.7335, -2.2305, -1.8375], [-3.4133, -2.6028, -2.0174], [-1.0188, -2.4604, 2.3598], [-0.5597, -2.9436, 1.3505], [0.0040, -2.1518, 0.3383], [0.6952, -3.0547, -0.8660], [2.1214, -2.8876, -0.8425], [0.0205, -2.6582, -2.0859], [0.1950, -4.5976, -0.2129], [0.4155, -5.8565, -0.7309], [-0.0365, -6.9307, 0.0295], [-0.6675, -6.7337, 1.2550], [-0.8728, -5.4559, 1.7618], [-0.4355, -4.3819, 1.0076], [0.9203, -6.0074, -1.6752], [0.1139, -7.9372, -0.3364], [-0.9996, -7.5921, 1.8225], [-1.3589, -5.2939, 2.7143]], "forces_ev_per_angstrom": [[-0.027, 0.241, 0.042], [-0.011, -0.029, -0.025], [0.007, 0.007, 0.015], [0.001, 0.001, 0.010], [-0.010, -0.009, -0.039], [0.009, 0.007, -0.005], [-0.004, 0.011, 0.012], [0.002, -0.072, -0.011], [0.002, -0.007, 0.004], [-0.001, 0.015, -0.005], [-0.001, 0.003, 0.002], [0.001, -0.005, 0.002], [-0.005, 0.002, 0.002], [0.000, -0.001, -0.001], [0.014, -0.013, -0.007], [0.002, 0.000, 0.000], [-0.002, 0.002, -0.001], [0.003, 0.002, -0.004], [-0.005, -0.005, -0.002], [0.002, -0.007, 0.004], [-0.009, 0.010, 0.005], [0.000, 0.003, -0.010], [-0.003, -0.010, 0.011], [-0.018, 0.023, -0.013], [-0.003, 0.022, 0.002], [0.076, -0.027, 0.053], [-0.014, -0.039, -0.097], [-0.085, 0.047, 0.056], [0.004, -0.025, 0.035], [0.000, -0.001, 0.001], [-0.001, 0.000, 0.001], [-0.002, 0.001, 0.001], [0.002, -0.002, 0.003], [0.002, 0.006, -0.006], [0.029, -0.015, -0.017], [-0.005, 0.008, 0.003], [-0.184, -0.022, -0.040], [0.399, 0.008, 0.190], [-0.045, -0.084, -0.088], [-0.030, -0.020, 0.034], [-0.027, 0.004, 0.005], [0.054, -0.018, -0.066], [0.003, -0.010, -0.008], [0.027, -0.001, 0.013], [0.002, -0.001, -0.004], [0.010, -0.001, 0.009], [-0.026, 0.006, -0.020], [-0.126, -0.005, -0.042], [-0.001, -0.001, -0.001], [-0.006, 0.000, -0.003], [0.002, -0.001, 0.002], [-0.002, 0.000, 0.000]], "mulliken_spin": [2.118, -0.020, 0.017, -0.004, -0.061, 0.001, 0.008, -0.013, 0.005, -0.008, 0.000, -0.002, 0.000, 0.001, 0.004, -0.002, 0.001, 0.000, -0.002, 0.003, 0.001, 0.000, 0.000, -0.001, 0.011, -0.025, 0.007, -0.001, 0.000, 0.000, 0.000, 0.000, 0.000, 0.000, -0.001, 0.001, -0.004, 0.015, -0.037, -0.003, -0.003, -0.001, 0.001, 0.000, 0.000, 0.000, 0.000, -0.005, 0.000, 0.000, 0.000, 0.000], "e_tot_ev": -79864.6877, "spin_multiplicity": 3, "total_charge": 2, "de_lowest_ev": 0.4136, "gap_ev": [7.81, 8.85]}

***

[2]
{"formula": "C6H16N", "method": "ωB97M-V/def2-TZVPD", "symbols": ["C", "C", "C", "C", "C", "C", "N", "H", "H", "H", "H", "H", "H", "H", "H", "H", "H", "H", "H", "H", "H", "H", "H"], "coordinates": [[2.6260, 0.5631, 0.3124], [1.2529, -0.0702, 0.0521], [0.0292, 0.9015, 0.0699], [-1.3779, 0.5487, -0.4819], [-1.2188, -0.2113, -1.7415], [-2.3396, -0.1237, 0.5912], [0.9510, -1.2182, 1.0462], [3.4596, -0.1289, 0.1279], [2.4989, 0.9518, 1.3535], [2.8296, 1.4095, -0.3822], [1.2800, -0.4159, -0.9618], [0.1472, 1.4365, 0.9877], [0.1652, 1.7298, -0.5185], [-1.7537, 1.5730, -0.5060], [-0.8043, -1.2151, -1.6421], [-2.1647, -0.3388, -2.3656], [-0.5687, 0.3265, -2.3842], [-3.3945, 0.2251, 0.4603], [-2.1426, -0.0905, 1.6602], [-2.1976, -1.2913, 0.5365], [1.6765, -1.9130, 0.7404], [-0.0294, -1.5751, 0.9921], [1.0755, -1.0735, 2.0534]], "forces_ev_per_angstrom": [[-0.928, 0.682, 0.660], [-1.559, 1.189, -0.333], [1.204, -1.184, 0.932], [-0.308, -0.259, 4.340], [-2.020, -0.546, -1.770], [0.147, -2.491, -0.838], [0.849, 0.365, -2.021], [-0.373, 0.025, 0.688], [1.135, -0.201, -0.671], [-0.552, -0.377, 0.407], [-0.044, -1.257, -0.225], [-1.104, -0.100, 1.446], [1.751, 1.818, -2.254], [-0.485, -0.195, -1.086], [-0.029, 0.012, 0.442], [0.900, 0.201, 1.062], [0.842, 0.544, -0.779], [0.764, -0.744, -0.161], [0.590, 1.197, 0.070], [-0.959, 1.854, -0.574], [-0.431, -0.919, 0.455], [0.145, -0.359, -0.487], [0.464, 0.746, 0.699]], "mulliken_spin": [-0.031, 0.524, 0.098, -0.218, 0.080, 0.248, 1.952, -0.097, -0.097, 0.013, 0.364, 0.022, 0.042, -0.049, -0.044, -0.006, 0.015, 0.011, -0.100, -0.039, -0.580, -0.261, -0.847], "e_tot_ev": -7967.0989, "spin_multiplicity": 2, "total_charge": 0, "de_lowest_ev": 2.6759, "gap_ev": [4.41, 11.79]}

***

[3]
{"formula": "H2N3O2S", "method": "ωB97M-V/def2-TZVPD", "symbols": ["N", "N", "N", "O", "O", "S", "H", "H"], "coordinates": [[-0.4010, -1.2824, 1.5304], [-0.1609, -0.0915, 1.1425], [0.2789, 0.1407, -0.1926], [-0.3904, 0.8631, 1.9155], [0.7241, 1.2676, -0.3635], [-0.4571, 0.1758, -3.1344], [-0.5330, -1.1117, 2.5125], [0.9393, 0.0385, -3.4104]], "forces_ev_per_angstrom": [[1.438, 0.296, -2.237], [-2.472, 0.646, 4.718], [2.775, 2.092, -3.681], [0.772, 0.504, -0.753], [-1.712, -3.328, 1.464], [1.501, -0.119, -0.621], [-0.562, -0.241, 0.694], [-1.740, 0.150, 0.416]], "mulliken_charge": [-0.620, 1.004, 0.034, -0.647, -0.209, -0.817, 0.273, -0.017], "e_tot_ev": -19427.6264, "total_charge": -1, "de_lowest_ev": 3.6767, "gap_ev": [4.56, 4.19]}

***

[4]
{"formula": "H6SSi3", "method": "ωB97M-V/def2-TZVPD", "symbols": ["Si", "Si", "Si", "S", "H", "H", "H", "H", "H", "H"], "coordinates": [[-1.6042, 1.2017, -3.3757], [0.4762, -0.7580, 2.4505], [-0.2213, 0.5484, -1.2947], [-0.5466, -0.9964, 0.4630], [1.8350, -0.9689, 2.0585], [-1.1167, 0.0654, -4.1331], [0.0581, 0.6105, 2.5844], [0.0800, -1.7423, 3.4524], [1.0893, 0.2619, -1.6714], [-0.0498, 1.7776, -0.5340]], "forces_ev_per_angstrom": [[0.025, 0.442, 1.572], [-0.863, 0.277, -2.594], [-1.595, -0.429, 1.766], [-0.469, -0.154, -0.858], [1.045, 0.060, 0.297], [0.385, -0.976, -0.548], [0.200, 0.717, 1.003], [-0.363, -0.070, 0.062], [1.772, -0.498, -0.871], [-0.137, 0.630, 0.171]], "mulliken_charge": [0.172, 0.441, 0.307, -0.380, -0.095, -0.045, -0.086, -0.104, -0.102, -0.108], "e_tot_ev": -34562.0859, "total_charge": 0, "de_lowest_ev": 1.0942, "gap_ev": 6.59}

***

[5]
{"formula": "C5H9NO", "method": "ωB97M-V/def2-TZVPD", "symbols": ["C", "C", "C", "N", "H", "H", "H", "H", "H", "C", "C", "O", "H", "H", "H", "H"], "coordinates": [[-2.4824, -0.3682, 0.2574], [-1.3535, -1.2974, -0.1130], [-0.2533, -1.4054, 0.5966], [0.7417, -1.5574, 1.3028], [-2.7166, 0.3235, -0.5617], [-2.2176, 0.2229, 1.1392], [-3.4026, -0.9182, 0.4886], [-1.4162, -1.8765, -1.0310], [1.5071, -0.9328, 1.0347], [0.6282, 1.3390, -0.6872], [1.8496, 1.1925, -0.1798], [2.6443, 0.1246, -0.5215], [0.2345, 0.6341, -1.4122], [-0.0055, 2.1646, -0.3848], [2.2774, 1.8832, 0.5456], [3.4724, 0.1655, -0.0300]], "forces_ev_per_angstrom": [[-0.062, 0.082, 0.072], [0.191, -0.072, 0.133], [0.103, -0.145, 0.102], [-0.496, 0.074, -0.370], [0.090, -0.099, 0.135], [-0.066, -0.059, -0.143], [0.167, 0.041, -0.049], [0.019, -0.008, 0.189], [-0.149, -0.125, 0.026], [0.426, 0.032, 0.012], [-0.489, 0.223, -0.089], [0.124, 0.064, 0.105], [0.098, 0.082, 0.134], [0.208, -0.057, -0.003], [-0.098, -0.088, -0.105], [-0.068, 0.055, -0.149]], "mulliken_charge": [-0.999, -0.447, 0.528, -0.665, 0.259, 0.298, 0.347, 0.348, 0.373, -0.632, -0.079, -0.503, 0.302, 0.244, 0.276, 0.350], "e_tot_ev": -8866.2026, "total_charge": 0, "smiles": "CC=C=N.C=CO", "de_lowest_ev": 3.0100, "gap_ev": 9.11}

***

[6]
{"formula": "C13H12BrErN3O4", "method": "ωB97M-V/def2-TZVPD", "symbols": ["Er", "O", "C", "C", "C", "C", "C", "C", "C", "O", "N", "O", "O", "H", "H", "H", "H", "Br", "C", "C", "C", "C", "C", "C", "H", "H", "H", "H", "N", "N", "H", "H", "H", "H"], "coordinates": [[0.9376, -0.9435, 0.5947], [-0.4056, -1.3089, -1.1780], [-1.5931, -1.1177, -1.3784], [-2.4827, -0.5030, -0.4771], [-3.7747, -0.1471, -0.8863], [-4.6992, 0.4627, -0.0639], [-4.2449, 0.9325, 1.1973], [-2.9692, 0.6457, 1.5892], [-2.0878, -0.0431, 0.8076], [-0.9236, -0.2593, 1.3307], [-6.0551, 0.7412, -0.5244], [-6.7684, 1.4409, 0.1861], [-6.3416, 0.2419, -1.5472], [-1.9830, -1.4033, -2.3299], [-3.9805, -0.4573, -1.8852], [-4.9193, 1.4916, 1.8188], [-2.7348, 1.0190, 2.5907], [6.0983, 1.8114, -2.7272], [4.5363, 1.3651, -1.7450], [4.5735, 1.1546, -0.3864], [3.4150, 0.8423, 0.2454], [2.1802, 0.6757, -0.4232], [2.1441, 1.0204, -1.7821], [3.2971, 1.3329, -2.4352], [5.5094, 1.0768, 0.1555], [3.4319, 0.6660, 1.3678], [1.2186, 0.9339, -2.4120], [3.3089, 1.5889, -3.4396], [2.2217, -1.6451, 2.6762], [2.4565, -2.5101, 1.5456], [3.0717, -1.2070, 3.0348], [1.6431, -2.1771, 3.3751], [2.5494, -3.4862, 1.8910], [3.3703, -2.2350, 1.2147]], "forces_ev_per_angstrom": [[-0.870, 0.958, -0.220], [2.449, -0.722, 0.691], [-1.458, 0.658, 0.083], [-0.395, 1.245, 1.099], [-0.622, -0.687, -0.152], [1.675, 0.502, 0.629], [-0.686, -0.651, -1.306], [-1.864, 1.535, 1.712], [0.834, -0.660, 0.072], [1.536, -0.711, -0.182], [0.653, 1.173, 2.473], [0.424, -0.384, -0.366], [-1.266, -1.029, -2.668], [-0.461, -0.312, -0.950], [-0.811, 0.009, -0.564], [-0.167, 0.088, 0.174], [0.600, -0.373, -0.482], [-0.205, -0.178, 0.254], [-0.895, 0.416, -0.894], [1.655, -0.228, -0.310], [-2.082, -1.072, 1.587], [-0.197, 0.133, 0.552], [-1.076, -0.865, -0.257], [1.944, 0.359, 1.426], [0.057, 0.475, -0.119], [0.189, 0.177, -1.206], [0.821, 0.129, 0.868], [-0.075, 0.324, -1.820], [-1.620, 0.024, 0.600], [0.666, -1.368, 0.719], [-0.363, -0.514, 0.298], [1.182, 1.074, -0.607], [0.003, 0.719, -0.639], [0.426, -0.244, -0.494]], "mulliken_spin": [3.033, -0.008, -0.003, 0.002, 0.000, 0.000, 0.000, 0.000, -0.004, -0.004, 0.000, 0.000, 0.000, 0.000, 0.000, 0.000, 0.000, 0.000, -0.001, 0.001, 0.000, -0.016, 0.001, 0.000, 0.000, -0.001, 0.000, 0.000, 0.000, -0.002, 0.000, 0.000, 0.000, 0.001], "e_tot_ev": -123990.1345, "spin_multiplicity": 4, "total_charge": 1, "gap_ev": [7.46, 7.47]}

***

What did the fourth record say?
{"formula": "H6SSi3", "method": "ωB97M-V/def2-TZVPD", "symbols": ["Si", "Si", "Si", "S", "H", "H", "H", "H", "H", "H"], "coordinates": [[-1.6042, 1.2017, -3.3757], [0.4762, -0.7580, 2.4505], [-0.2213, 0.5484, -1.2947], [-0.5466, -0.9964, 0.4630], [1.8350, -0.9689, 2.0585], [-1.1167, 0.0654, -4.1331], [0.0581, 0.6105, 2.5844], [0.0800, -1.7423, 3.4524], [1.0893, 0.2619, -1.6714], [-0.0498, 1.7776, -0.5340]], "forces_ev_per_angstrom": [[0.025, 0.442, 1.572], [-0.863, 0.277, -2.594], [-1.595, -0.429, 1.766], [-0.469, -0.154, -0.858], [1.045, 0.060, 0.297], [0.385, -0.976, -0.548], [0.200, 0.717, 1.003], [-0.363, -0.070, 0.062], [1.772, -0.498, -0.871], [-0.137, 0.630, 0.171]], "mulliken_charge": [0.172, 0.441, 0.307, -0.380, -0.095, -0.045, -0.086, -0.104, -0.102, -0.108], "e_tot_ev": -34562.0859, "total_charge": 0, "de_lowest_ev": 1.0942, "gap_ev": 6.59}